The following is a quantum chemistry calculation of 2 unconnected molecules or ions with the total composition C15H10BrFNO6S2 in a non-equilibrium geometry, from the Open Molecules 2025 dataset.

Its spin multiplicity is 1. For the HOMO-LUMO gap, the calculation gives 0.2057 hartree. Its net charge is -1.

```
36
Properties=species:S:1:pos:R:3:lowdin_charge:R:1
Br 5.90333 0.57943 -3.02881 0.70
C 4.00316 0.42545 -3.00228 -0.67
C 3.40955 -0.85020 -2.95077 -0.12
C 2.03521 -0.95613 -2.83499 -0.02
C 1.20562 0.19232 -2.72916 -0.19
C -0.22868 0.02509 -2.56876 0.02
C -1.15716 1.00979 -2.78287 -0.03
N -2.50240 0.67834 -2.97501 -0.37
O -3.36575 1.56517 -3.20293 0.03
O -2.79595 -0.54472 -2.98668 0.02
C 1.81567 1.46550 -2.89446 -0.01
C 3.20393 1.57803 -2.99439 -0.12
H 4.03465 -1.74024 -2.97126 0.10
H 1.55330 -1.93986 -2.84949 0.12
H -0.56232 -1.00418 -2.43868 0.13
H -0.89807 2.04031 -2.99590 0.12
H 1.19092 2.35435 -2.95681 0.11
H 3.67076 2.55926 -3.04029 0.10
F 0.02864 1.80791 0.21741 -0.07
C -0.44932 0.62588 0.59580 -0.52
S -2.08995 0.72577 1.30642 0.67
O -2.30012 2.08503 1.74855 -0.33
O -3.07878 0.01569 0.52250 -0.33
C -1.79122 -0.23401 2.79889 -0.26
C -0.50982 -0.69935 2.97609 -0.26
C -0.17257 -1.43918 4.10780 -0.05
C -1.16708 -1.75049 5.03632 -0.08
C -2.47436 -1.28532 4.84742 -0.08
C -2.78599 -0.50700 3.73200 -0.05
S 0.66484 -0.25361 1.68786 0.67
O 1.17220 -1.46149 1.07898 -0.34
O 1.55056 0.72393 2.30313 -0.34
H 0.85144 -1.77400 4.23017 0.12
H -0.91845 -2.36230 5.89888 0.10
H -3.25947 -1.53084 5.55577 0.10
H -3.78633 -0.12434 3.55953 0.12
```